[1]
ORCA calculation (wB97M-V/def2-TZVPD) on the molecule H4N2 at a distorted geometry.

```
6
Properties=species:S:1:pos:R:3:nbo_charge:R:1
N -0.676 -0.075 0.054 -0.73
N 0.783 -0.101 -0.247 -0.64
H -1.117 0.865 -0.144 0.35
H -1.270 -0.850 -0.407 0.36
H 1.228 -0.687 0.606 0.33
H 1.052 0.849 0.137 0.34
```

Calculated total energy: -111.838468 Ha
Largest force on an atom: 3.10 eV/Å
Kohn-Sham gap: 9.7 eV
LUMO level: 1.30 eV
SMILES: NN
Energy relative to the best compared isomer or geometry (same formula, charge and spin): 0.7270 eV


[2]
ORCA calculation (wB97M-V/def2-TZVPD) on a cluster of 2 separate species, C21H22N2O6 in total at a distorted geometry.

```
51
Properties=species:S:1:pos:R:3:nbo_charge:R:1
C 0.282 -0.043 3.030 -0.68
C 0.380 -1.548 3.199 0.54
C 1.275 -1.936 4.384 -0.62
O -0.949 -2.070 3.452 -0.55
C -1.822 -1.953 2.365 0.77
O -3.017 -2.045 2.574 -0.65
C -1.162 -1.890 1.046 -0.55
C -2.030 -1.955 -0.137 -0.44
C -2.723 -0.629 -0.430 0.06
C -2.279 0.177 -1.492 -0.25
C -2.791 1.458 -1.662 -0.17
C -3.796 1.913 -0.785 -0.01
N -4.164 3.288 -0.818 0.50
O -5.041 3.713 -0.035 -0.38
O -3.580 4.038 -1.635 -0.40
C -4.345 1.063 0.195 -0.17
C -3.790 -0.198 0.374 -0.17
C 0.005 -2.754 1.170 0.76
O 0.243 -3.768 0.550 -0.65
O 0.935 -2.272 2.082 -0.57
H -0.391 0.237 2.209 0.24
H -0.121 0.347 3.975 0.23
H 1.267 0.404 2.862 0.20
H 1.323 -3.027 4.468 0.24
H 2.287 -1.563 4.202 0.21
H 0.879 -1.502 5.304 0.22
H -1.417 -2.250 -0.999 0.20
H -2.812 -2.701 0.095 0.23
H -1.515 -0.209 -2.174 0.20
H -2.408 2.130 -2.425 0.24
H -5.150 1.424 0.830 0.25
H -4.169 -0.854 1.159 0.26
C 2.464 -1.543 -2.466 -0.43
N 2.039 -0.457 -1.561 -0.28
C 2.491 0.860 -1.813 0.08
C 2.945 1.690 -0.773 -0.15
C 3.706 2.828 -1.088 -0.20
C 3.808 3.267 -2.415 -0.19
C 3.211 2.519 -3.436 -0.19
C 2.571 1.315 -3.138 -0.22
C 1.167 -0.766 -0.608 0.13
H 3.428 -1.286 -2.915 0.24
H 2.586 -2.464 -1.889 0.25
H 1.715 -1.706 -3.249 0.23
H 2.769 1.407 0.268 0.22
H 4.237 3.368 -0.300 0.23
H 4.346 4.188 -2.657 0.23
H 3.268 2.857 -4.471 0.23
H 2.123 0.719 -3.932 0.23
H 0.855 -0.010 0.120 0.25
H 0.869 -1.812 -0.609 0.25
```

Calculated total energy: -1374.194192 Ha
Largest force on an atom: 3.41 eV/Å
Kohn-Sham gap: 5.0 eV
LUMO level: -2.08 eV
Energy relative to the best compared isomer or geometry (same formula, charge and spin): 7.4865 eV


[3]
ORCA calculation (wB97M-V/def2-TZVPD) on a cluster of 3 separate species, C4H13NO3 in total at a distorted geometry.

```
21
Properties=species:S:1:pos:R:3:nbo_charge:R:1
C -1.589 0.440 -0.836 -0.60
C -0.499 -0.402 -0.095 -0.33
C 0.820 -0.358 -0.890 -0.62
C -0.435 -0.230 1.362 0.68
N 0.086 0.986 1.825 -0.86
O -0.918 -1.054 2.104 -0.61
H -1.456 1.380 -0.481 0.20
H -1.460 0.441 -1.861 0.21
H -2.549 0.466 -0.502 0.22
H -0.845 -1.533 -0.258 0.23
H 0.812 -1.167 -1.693 0.22
H 1.706 -0.694 -0.225 0.21
H 1.082 0.543 -1.388 0.21
H 0.630 1.570 1.194 0.40
H 0.000 1.107 2.868 0.42
O 4.188 2.425 -1.447 -0.94
H 4.278 3.024 -0.745 0.47
H 5.076 1.902 -1.523 0.48
O -3.226 -3.067 0.635 -0.97
H -2.623 -3.679 1.010 0.48
H -3.080 -2.103 0.945 0.49
```

Calculated total energy: -440.643362 Ha
Largest force on an atom: 5.06 eV/Å
Kohn-Sham gap: 10.5 eV
LUMO level: 0.51 eV
SMILES: CC(C)C(N)=O.O.O
Energy relative to the best compared isomer or geometry (same formula, charge and spin): 1.9547 eV


[4]
ORCA calculation (wB97M-V/def2-TZVPD) on a cluster of 3 separate species, C4H7NO in total.

```
13
Properties=species:S:1:pos:R:3:nbo_charge:R:1
O 2.521 -0.473 -0.319 -0.40
N 1.909 0.617 -0.073 0.02
C 0.595 0.503 -0.291 0.04
C -0.138 -0.674 -0.472 -0.12
C -1.391 -0.028 0.095 -0.44
C -0.581 1.306 0.218 -0.42
H 1.669 -1.490 0.323 0.18
H -0.043 -1.480 -1.191 0.24
H 0.836 -1.638 0.493 -0.01
H -2.243 -0.010 -0.592 0.22
H -1.719 -0.438 1.054 0.23
H -0.934 2.081 -0.468 0.22
H -0.481 1.725 1.223 0.22
```

Calculated total energy: -286.395780 Ha
Largest force on an atom: 0.34 eV/Å
Kohn-Sham gap: 8.6 eV
LUMO level: -0.34 eV
Energy relative to the best compared isomer or geometry (same formula, charge and spin): 6.4183 eV


[5]
ORCA calculation (wB97M-V/def2-TZVPD) on a structure of composition C3H3O3Sm at a distorted geometry.

```
10
Properties=species:S:1:pos:R:3:lowdin_spin:R:1
O 0.244 1.648 0.830 -0.01
O 1.449 0.045 -1.298 -0.02
C 0.617 -0.830 -0.870 0.00
O 0.030 -1.617 -1.616 0.00
C -0.677 -0.475 0.037 0.00
H -0.841 -1.309 0.745 0.00
C -0.570 0.736 0.898 0.00
H -1.189 0.689 1.812 0.00
H -1.639 -0.394 -0.492 0.00
Sm 2.575 1.507 -0.048 6.03
```

Calculated total energy: -999.516583 Ha
Largest force on an atom: 7.55 eV/Å
Spin multiplicity: 7
Kohn-Sham gap (spin up / spin down): 7.3 / 7.4 eV
LUMO level (spin up / spin down): -5.26 / -5.16 eV
Energy relative to the best compared isomer or geometry (same formula, charge and spin): 0.5820 eV
Net charge: +1


[6]
ORCA calculation (wB97M-V/def2-TZVPD) on the ion C6H10ClN2O2 with charge +1 at a distorted geometry.

```
21
Properties=species:S:1:pos:R:3:nbo_charge:R:1
C 1.555 -2.671 -0.844 -0.28
O 0.510 -2.014 -0.167 -0.46
C 0.649 -0.878 0.445 0.51
N -0.047 -0.516 1.423 -0.45
C -1.117 -0.861 2.055 0.40
N -2.320 -0.630 1.509 -0.53
C -2.423 -0.030 0.203 -0.02
Cl -3.662 -0.663 -0.839 0.07
C -1.712 1.035 -0.184 0.15
O -0.850 1.765 0.558 -0.50
C 0.291 2.306 -0.054 -0.27
H 1.761 -2.187 -1.843 0.21
H 1.298 -3.796 -0.915 0.24
H 2.503 -2.619 -0.316 0.20
H 1.498 -0.183 0.394 0.20
H -0.895 -1.102 3.083 0.25
H -3.250 -0.601 1.848 0.45
H -1.688 1.504 -1.156 0.21
H -0.018 2.872 -1.035 0.19
H 0.915 1.474 -0.453 0.17
H 0.657 3.161 0.584 0.25
```

Calculated total energy: -954.442378 Ha
Largest force on an atom: 3.48 eV/Å
Kohn-Sham gap: 8.8 eV
LUMO level: -4.02 eV
SMILES: CO\C=N/C=[NH+]\C(Cl)=C/OC
Energy relative to the best compared isomer or geometry (same formula, charge and spin): 2.8085 eV
Net charge: +1